The following is a quantum chemistry calculation of C4HNO3 as an isolated structure in a non-equilibrium geometry, from the Open Molecules 2025 dataset.

Last column: Löwdin charge in e.
Positions of all 9 atoms, in Å:
C: 1.729 0.120 0.233  -0.29
C: -0.166 -0.328 0.445  -0.21
C: -1.462 -0.406 0.132  0.00
C: 0.420 0.580 -0.475  -0.06
H: -2.321 -0.965 0.511  0.14
N: -0.468 1.140 -1.327  0.17
O: 2.902 0.250 0.366  0.19
O: 1.012 -0.821 1.062  0.11
O: -1.645 0.430 -0.948  -0.06

Force components x, y, z for each atom (eV/Å):
2.34 -0.36 1.11
0.53 -0.01 -0.98
-0.20 -0.11 -0.27
-1.47 -0.21 0.32
0.37 0.44 -0.43
1.24 -2.35 2.01
-1.68 0.47 -1.04
-1.10 1.30 -0.98
-0.03 0.83 0.25

Results
E_LUMO = -0.712 eV
Molecular weight = 111.06 g/mol
Electronic energy = -11791.962 eV
Kohn-Sham gap = 9.7 eV